[1]
14 unconnected molecules or ions with the total composition C53H79N9O15. Source: OMol25; level of theory: the ωB97M-V functional and the def2-TZVPD basis.

2S+1: 1
E_HOMO: -9.5 eV
M: 1082.26 g/mol
Orbital gap: 9.28 eV
Energy: -100358.943 eV

Geometry (Å):
N  -12.63871  13.55844  36.42711
C  -13.03099  12.71679  37.45699
C  -12.45461  11.45248  37.75681
C  -11.32018  11.08480  36.94858
C  -10.90990  11.89581  35.88384
C  -11.63696  13.07492  35.64974
H  -13.84809  13.04478  38.08242
H  -12.68837  10.85767  38.62740
H  -10.74827  10.18648  37.12836
H  -10.16999  11.54403  35.18013
H  -11.40789  13.67292  34.78008
N  -3.76590  15.00315  28.86752
C  -4.68963  14.96390  29.87588
C  -5.38627  16.10562  30.29834
C  -5.15415  17.32014  29.63402
C  -4.32244  17.34560  28.53497
C  -3.52866  16.20224  28.27002
H  -4.75932  13.95976  30.26736
H  -6.14531  16.17990  31.06301
H  -5.71755  18.19410  29.92581
H  -4.13005  18.25150  27.97934
H  -2.79607  16.26811  27.47922
C  1.93481  11.86816  28.45539
C  1.29176  11.10634  29.59856
O  1.79997  11.78546  30.73008
C  2.18720  13.00839  30.37187
O  2.49653  13.91837  31.15902
O  2.34346  13.03691  29.08319
H  1.18465  12.07314  27.69162
H  2.81335  11.36575  28.05062
H  1.45578  10.02877  29.59280
H  0.20405  11.15327  29.54569
C  -11.82635  14.90283  27.99995
C  -10.39308  14.76218  27.44571
O  -10.09711  13.45714  27.78759
C  -10.94122  12.96875  28.69980
O  -10.90118  11.82435  29.12477
O  -11.95556  13.84020  28.91162
H  -12.50891  14.87921  27.15044
H  -11.81410  15.83145  28.57057
H  -9.67760  15.46397  27.87428
H  -10.35921  15.06355  26.39873
C  -4.30841  0.33859  33.06357
C  -4.84323  0.93440  31.81547
O  -5.67314  -0.04179  31.35047
C  -5.36837  -1.18302  31.92219
O  -5.89512  -2.26973  31.68356
O  -4.40976  -1.05424  32.75357
H  -4.86655  0.57959  33.96828
H  -3.26618  0.61689  33.21979
H  -4.01244  1.23016  31.17484
H  -5.39843  1.85112  32.01421
C  -1.99365  8.01978  35.53947
C  -2.25995  8.13102  37.08547
O  -3.09015  9.31488  37.08907
C  -3.53525  9.68283  35.92798
O  -4.32583  10.62664  35.76425
O  -2.95857  8.91245  34.95292
H  -2.06503  7.00365  35.15155
H  -1.00708  8.39687  35.27009
H  -1.28588  8.39319  37.49847
H  -2.76290  7.25570  37.49653
C  -14.04514  6.32871  31.48541
C  -14.02061  7.00393  32.86619
O  -15.11969  6.43223  33.57284
C  -15.81124  5.68696  32.77532
O  -16.83583  5.10106  33.04198
O  -15.15535  5.47753  31.63037
H  -13.13131  5.76674  31.29256
H  -14.17786  6.98579  30.62591
H  -14.03781  8.09087  32.78641
H  -13.06728  6.67702  33.28137
C  0.97856  4.60196  25.47461
C  2.31313  4.76699  26.22643
C  2.40436  3.86473  27.46801
C  1.48209  4.20030  28.52995
N  0.83575  4.56701  29.37756
H  0.91713  3.59281  25.06724
H  0.93216  5.27606  24.61931
H  0.15053  4.78442  26.15956
H  2.33146  5.79435  26.59013
H  3.07226  4.73636  25.44484
H  3.40836  3.96934  27.87928
H  2.17077  2.83171  27.21029
C  -11.42055  -1.73539  27.04682
C  -11.74006  -0.29678  27.68625
C  -12.94237  0.44067  27.11110
C  -14.12253  -0.39529  27.46029
N  -15.02368  -1.01503  27.76583
H  -10.45304  -2.07175  27.41952
H  -11.47494  -1.74282  25.95822
H  -12.11192  -2.48463  27.43248
H  -10.82394  0.24609  27.45360
H  -11.83009  -0.38728  28.76874
H  -12.93294  0.66236  26.04391
H  -13.11280  1.39250  27.61415
C  -7.32610  5.17296  28.15906
C  -6.03340  5.95604  28.48529
C  -6.14594  7.10413  29.42383
C  -6.94289  6.79648  30.60078
N  -7.53035  6.51295  31.57376
H  -7.24507  4.28787  27.52807
H  -8.07337  5.79060  27.66084
H  -7.76960  4.78185  29.07472
H  -5.63087  6.25372  27.51708
H  -5.29356  5.25292  28.86786
H  -6.49294  7.98214  28.87904
H  -5.16854  7.32600  29.85223
C  -7.66761  10.83655  22.29319
C  -6.66196  11.98689  22.20981
C  -5.76604  12.25551  23.47006
C  -4.83590  11.15444  23.67775
N  -4.06397  10.28587  23.84509
H  -7.96215  10.55404  21.28249
H  -8.53505  11.16156  22.86766
H  -7.21027  9.98512  22.79719
H  -7.22381  12.92051  22.23760
H  -6.06320  12.03363  21.30020
H  -6.27454  12.50371  24.40168
H  -5.08082  13.08226  23.28284
C  -11.33589  1.07284  34.49605
C  -12.73910  0.45249  34.35225
C  -12.78010  -1.13666  34.75575
C  -12.29735  -1.38677  36.12431
N  -11.91867  -1.56286  37.19934
H  -10.84136  0.79027  35.42540
H  -11.31415  2.15716  34.38698
H  -10.65032  0.74817  33.71330
H  -13.12915  0.62784  33.34964
H  -13.47858  0.94251  34.98561
H  -12.22141  -1.76514  34.06222
H  -13.80564  -1.50592  34.75824
C  -14.26381  7.39286  24.40252
C  -15.34323  8.43797  24.61471
C  -16.47796  8.28566  23.62384
C  -17.18040  6.99683  23.52545
N  -17.74030  5.96911  23.41522
H  -13.44360  7.67473  25.06276
H  -13.80859  7.36714  23.41247
H  -14.59994  6.36966  24.57036
H  -14.96236  9.45918  24.62823
H  -15.77967  8.16305  25.57495
H  -16.07328  8.61411  22.66652
H  -17.30038  8.98432  23.77743
C  -4.04085  -0.34242  25.32813
C  -5.02596  -1.51003  25.06447
C  -4.65338  -2.31416  23.89785
C  -5.73182  -3.22325  23.54680
N  -6.60081  -3.93494  23.22965
H  -3.91759  0.30070  24.45676
H  -3.05135  -0.72539  25.57777
H  -4.25083  0.16285  26.27085
H  -5.96852  -0.99827  24.87007
H  -5.03019  -2.12138  25.96688
H  -3.74697  -2.91101  23.99923
H  -4.61861  -1.67344  23.01674



[2]
14 unconnected molecules or ions with the total composition C53H86O31S9. Source: OMol25; level of theory: the ωB97M-V functional and the def2-TZVPD basis.

2S+1: 1
E_HOMO: -8.9 eV
M: 1507.84 g/mol
Orbital gap: 8.94 eV
Energy: -217330.587 eV

Geometry (Å):
C  0.72073  -10.06373  -1.42054
C  1.41629  -9.26202  -2.54526
O  0.46729  -8.61520  -3.27448
S  -0.85560  -8.25389  -2.33000
O  -2.12255  -8.13725  -3.07142
O  -0.54084  -7.02576  -1.46430
O  -0.63117  -9.60180  -1.47110
H  1.06073  -9.95423  -0.39074
H  0.74927  -11.14626  -1.54465
H  2.17362  -9.82076  -3.09513
H  2.03287  -8.55230  -1.99371
C  -2.78712  2.86337  8.75064
C  -4.13046  2.22482  8.67953
O  -5.03547  3.23946  8.27603
S  -4.30915  4.22132  7.12836
O  -4.62422  5.64030  7.26717
O  -4.32041  3.57607  5.80121
O  -2.77491  3.90537  7.79881
H  -1.94584  2.17451  8.82693
H  -2.83804  3.40628  9.69444
H  -4.50634  2.04436  9.68663
H  -4.18156  1.28346  8.13242
C  6.21584  -6.94514  -5.90987
C  5.36960  -7.92843  -6.70939
O  4.65886  -7.05893  -7.52340
S  4.01247  -5.78215  -6.65805
O  2.90583  -6.27959  -5.77645
O  3.88289  -4.57086  -7.42756
O  5.43514  -5.68730  -5.87536
H  7.21541  -6.70135  -6.26976
H  6.36097  -7.24805  -4.87292
H  4.62661  -8.41188  -6.07509
H  6.03001  -8.56869  -7.29421
C  -3.25958  5.74419  -6.37643
C  -2.36750  4.48033  -6.27514
O  -1.18458  5.01113  -5.82088
S  -1.47311  6.18796  -4.60061
O  -0.42521  7.22531  -4.43480
O  -2.07184  5.50911  -3.42685
O  -2.63708  6.77483  -5.59122
H  -4.26041  5.84490  -5.95655
H  -3.28678  6.14573  -7.38941
H  -2.21398  3.89561  -7.18213
H  -2.63701  3.68988  -5.57466
O  1.33706  3.40223  -8.96100
S  2.71699  3.66135  -8.53068
O  3.89120  2.95588  -9.01885
O  3.00569  5.31787  -8.75762
C  1.87257  6.23308  -8.80824
C  2.07003  7.17653  -9.96858
C  2.92211  3.67599  -6.74377
H  1.86742  6.93135  -7.97129
H  0.90752  5.72755  -8.77368
H  2.16533  6.79373  -10.98470
H  2.99960  7.71855  -9.79478
H  1.23826  7.87937  -10.01636
H  2.96903  2.68316  -6.29636
H  2.04426  4.20613  -6.37439
H  3.86264  4.21535  -6.63151
O  2.28484  2.80295  -1.58006
S  3.23354  3.22947  -0.56950
O  2.84560  3.07580  0.84278
O  4.70022  2.55890  -0.72880
C  5.68632  2.59187  0.36988
C  7.06855  2.68584  -0.27741
C  3.53287  4.97057  -0.92453
H  5.49366  1.73917  1.02097
H  5.57564  3.54334  0.89002
H  6.96707  3.43578  -1.06189
H  7.16910  1.75948  -0.84295
H  7.89208  2.88363  0.40871
H  3.61381  5.44735  0.05231
H  2.67539  5.37834  -1.45985
H  4.41881  4.95020  -1.55920
O  2.91669  -7.13208  2.06855
S  1.96920  -7.06192  3.16568
O  2.06590  -8.09142  4.15562
O  2.03013  -5.60951  3.95912
C  2.57835  -4.49089  3.24027
C  4.07267  -4.24891  3.52465
C  0.20149  -6.84833  2.72580
H  2.12108  -3.58441  3.63690
H  2.34547  -4.41929  2.17784
H  4.47965  -3.66703  2.69767
H  4.67530  -5.15611  3.56843
H  4.18098  -3.60118  4.39460
H  -0.31588  -6.85420  3.68516
H  -0.04733  -7.70411  2.09823
H  0.00717  -5.84835  2.33803
O  -3.09023  -0.98749  -0.27725
S  -1.78466  -0.46709  0.17741
O  -1.04712  -1.18537  1.25328
O  -0.77414  -0.38179  -1.12401
C  -0.85877  -1.49329  -2.00937
C  0.43230  -1.65732  -2.81942
C  -2.09134  1.31268  0.54140
H  -1.74730  -1.43455  -2.63800
H  -0.85250  -2.41339  -1.42499
H  1.31205  -1.47787  -2.20141
H  0.46030  -0.93262  -3.63313
H  0.57294  -2.67386  -3.18683
H  -1.11783  1.74494  0.77275
H  -2.69378  1.28359  1.44933
H  -2.35700  1.87209  -0.35559
O  -0.82561  11.11506  4.26807
S  -1.62698  10.17421  3.46627
O  -1.79937  10.30086  2.01085
O  -1.14361  8.58892  3.80569
C  -1.78335  7.50144  3.05506
C  -1.01052  7.21875  1.71017
C  -3.25796  10.09433  4.20330
H  -2.85485  7.64066  2.91154
H  -1.71158  6.64686  3.72784
H  -1.25843  7.82194  0.83678
H  -1.00569  6.19069  1.34801
H  -0.00088  7.44374  2.05384
H  -3.19064  9.80295  5.25147
H  -3.85940  9.47753  3.53552
H  -3.45356  11.16363  4.12308
C  8.25559  -4.62592  -1.74270
C  7.57245  -3.45496  -2.00509
C  6.23123  -3.34207  -1.77634
C  5.55814  -4.44582  -1.19662
C  6.23613  -5.60094  -0.85649
C  7.60794  -5.65161  -1.09327
H  9.25098  -4.79043  -2.12808
H  8.10249  -2.70329  -2.57116
H  5.68814  -2.44423  -2.03193
H  4.53954  -4.31985  -0.86053
H  5.82402  -6.47632  -0.37663
H  8.06978  -6.61745  -0.95090
C  -6.95742  -6.81769  2.45089
C  -5.94113  -5.94464  2.89108
C  -5.02817  -5.29212  2.08749
C  -5.15688  -5.51509  0.72086
C  -6.20565  -6.26841  0.25153
C  -7.07490  -6.98560  1.11054
H  -7.60890  -7.34763  3.12996
H  -5.74307  -5.86872  3.95004
H  -4.24292  -4.68221  2.50915
H  -4.51082  -4.96155  0.05559
H  -6.26812  -6.24038  -0.82630
H  -7.77694  -7.64951  0.62807
C  -6.70294  4.46518  -2.64397
C  -6.08448  3.25017  -2.93452
C  -6.61087  2.40898  -3.94249
C  -7.90069  2.68248  -4.51093
C  -8.57850  3.83242  -4.14927
C  -8.05704  4.59298  -3.11101
H  -6.15498  5.13369  -1.99648
H  -5.06564  3.09951  -2.60945
H  -6.12637  1.50675  -4.28551
H  -8.16483  2.07944  -5.36709
H  -9.46628  4.21433  -4.63135
H  -8.49924  5.51831  -2.77246
C  -5.29234  -3.54620  8.27664
C  -4.01665  -3.66742  7.72886
C  -3.63948  -3.09645  6.54182
C  -4.60704  -2.28152  5.88079
C  -5.82023  -2.09021  6.45513
C  -6.19554  -2.69570  7.65521
H  -5.61317  -4.03478  9.18480
H  -3.24966  -4.14334  8.32182
H  -2.63709  -3.21078  6.15641
H  -4.26973  -1.76060  4.99691
H  -6.49464  -1.43483  5.92406
H  -7.18065  -2.56102  8.07690
C  4.65400  1.69281  6.21459
C  4.76349  2.65087  7.26577
C  3.80667  3.66516  7.40974
C  2.76153  3.75854  6.52892
C  2.59092  2.81652  5.51916
C  3.58416  1.80213  5.30893
H  5.46192  0.98266  6.11787
H  5.60580  2.54276  7.93301
H  3.91986  4.35355  8.23419
H  1.98701  4.45672  6.81010
H  1.65722  2.78800  4.97714
H  3.41185  1.19926  4.42958